Record 1
# C9H15O2P

An isolated molecule of C9H15O2P at a distorted geometry (ωB97M-V with the def2-TZVPD basis set, the Open Molecules 2025 dataset).

Geometry as XYZ:
```
27
C9H15O2P, DFT ωB97M-V with the def2-TZVPD basis set
C 1.5308 -1.0030 0.0081
C 0.5240 -0.9700 -0.8419
C 0.3040 2.0984 -1.5512
C -0.7884 1.6697 -0.9467
C 1.6478 -0.0925 1.1756
C 0.4094 -0.2129 2.1285
C 0.1279 -1.9038 -1.9586
C -2.1638 2.3546 -1.1989
C 0.1496 -1.5934 2.6410
O -2.2658 -0.4794 -0.4363
O -0.7892 0.2933 1.3913
P -0.9947 0.0909 -0.1703
H 2.3616 -1.6587 -0.2177
H 1.2736 1.6264 -1.4348
H 0.3194 3.0796 -2.0785
H 2.4659 -0.5765 1.6946
H 1.9302 1.0364 1.0331
H 0.5649 0.5225 2.8376
H -0.6188 -2.6202 -1.7115
H 1.0937 -2.3916 -2.2468
H -0.2347 -1.1433 -2.6270
H -2.6639 1.5968 -1.7450
H -2.4801 2.4189 -0.2290
H -2.0170 3.3221 -1.6628
H 0.3305 -2.0828 1.7600
H -0.8596 -1.7381 3.0074
H 0.8429 -1.6435 3.3799
```

SMILES: C=C(C)[P@]1(=O)O[C@@H](C)CC=C1C
Multiplicity: 1
Energy above the lowest of the compared OMol25 structures with the same formula, charge and spin in kcal/mol: 0.0
Max |F| in eV/A: 5.06
HOMO in Eh: -0.3515

Löwdin population analysis, charges in e, atoms 1 to 5: -0.155 -0.276 0.009 -0.378 -0.148


Record 2
# C9H15P

An isolated molecule of C9H15P at a distorted geometry (ωB97M-V with the def2-TZVPD basis set, the Open Molecules 2025 dataset).

Geometry as XYZ:
```
25
C9H15P, DFT ωB97M-V with the def2-TZVPD basis set
C 2.2214 -1.8321 0.3105
C 2.7657 -0.5587 0.6836
C 0.9470 -1.8002 -0.1157
C 1.9628 0.4713 0.3952
C -0.8557 0.5745 0.7204
C 2.1795 1.9473 0.5783
C -2.7879 -1.0047 0.5735
C 0.2317 0.3192 -2.0610
C -2.2117 0.3242 0.1446
P 0.4022 -0.0994 -0.2476
H 2.8867 -2.6287 0.5623
H 3.7796 -0.6012 1.1045
H 0.3531 -2.7179 -0.2485
H -0.8344 0.2390 1.6956
H 1.1663 2.5923 0.6544
H 2.6571 2.2474 -0.2539
H 2.7020 2.2179 1.3884
H -2.5386 -1.2932 1.6801
H -2.2620 -1.7325 0.0370
H -3.8878 -1.1425 0.6318
H -0.8116 0.7228 -2.2672
H 0.3205 -0.5742 -2.6161
H 0.9678 1.1514 -2.2305
H -2.9764 0.9956 0.4383
H -2.2735 0.5378 -1.0034
```

SMILES: CCC=[P@]1(C)C=CC=C1C
Multiplicity: 1
Energy above the lowest of the compared OMol25 structures with the same formula, charge and spin in kcal/mol: 46.3
Max |F| in eV/A: 5.43
HOMO in Eh: -0.2512

Löwdin population analysis, charges in e, atoms 1 to 5: -0.166 -0.108 -0.181 -0.349 -0.309


Among the records above, which one has the lowest HOMO?
C9H15O2P


HOMO of number 1 (C9H15O2P)?
-0.3515 Eh


Which value of multiplicity does entry 2 give?
1